# 1
DFT (wB97M-V/def2-TZVPD) results for C21H40Cl3N4O4SiV as an isolated structure in a non-equilibrium geometry.

Frontier orbital gap (spin up / spin down)   5.0 / 5.6 eV
Multiplicity   4
Highest occupied orbital energy (spin up / spin down)   -3.12 / -3.65 eV
Net charge   -1
Relative energy (zero: lowest compared OMol25 entry of this formula, charge and spin)   46.94 kcal/mol

Each line ends with the Löwdin charge.
CARTESIAN COORDINATES (ANGSTROEM)
C: 2.750 -2.408 -1.825  -0.07
C: 2.155 -1.586 -2.920  -0.26
H: 2.170 -3.326 -1.658  0.07
H: 2.788 -1.838 -0.895  0.08
H: 3.772 -2.733 -2.079  0.08
C: 2.006 -2.096 -4.158  -0.14
C: 2.197 -3.535 -4.502  -0.11
H: 1.773 -1.456 -5.012  0.09
H: 1.613 -4.184 -3.837  0.07
H: 3.248 -3.850 -4.456  0.07
H: 1.850 -3.701 -5.528  0.06
V: 0.898 -0.005 2.387  0.27
Cl: 3.055 0.116 3.151  -0.05
Cl: 1.498 1.607 0.848  0.07
C: -0.001 2.614 3.122  -0.36
O: -0.440 1.425 3.113  -0.16
N: -0.723 3.680 2.787  -0.18
C: -2.155 3.560 2.533  -0.03
C: -0.025 4.821 2.214  -0.05
H: 1.045 2.824 3.397  0.12
H: -2.640 2.994 3.335  0.09
H: -2.363 3.078 1.566  0.10
H: -2.557 4.576 2.503  0.08
H: 0.861 5.037 2.823  0.09
H: -0.703 5.677 2.204  0.08
H: 0.299 4.607 1.183  0.09
H: -0.603 -4.725 4.147  0.10
H: -1.210 -3.638 0.703  0.05
C: -1.594 -4.351 3.850  -0.05
C: -1.993 -3.691 1.464  -0.03
N: -1.500 -3.356 2.794  -0.17
H: -2.068 -3.918 4.738  0.09
C: -0.952 -2.182 3.078  -0.23
O: -0.410 -1.425 2.208  -0.13
H: -2.804 -3.013 1.179  0.09
H: -0.961 -1.886 4.138  0.13
H: -2.202 -5.180 3.482  0.08
H: -2.388 -4.707 1.534  0.08
O: 0.816 -0.189 -1.437  -0.34
C: 1.765 -0.158 -2.521  -0.31
C: 0.311 0.318 -4.563  -0.08
C: 1.316 0.728 -3.685  -0.19
H: -0.060 -0.705 -4.500  0.10
C: -0.161 1.209 -5.541  -0.08
H: 2.680 0.289 -2.082  0.14
C: 1.890 2.002 -3.816  -0.04
H: -0.939 0.866 -6.225  0.10
C: 0.382 2.491 -5.650  -0.11
C: 1.417 2.879 -4.794  -0.10
H: 2.707 2.268 -3.142  0.12
H: 0.009 3.181 -6.409  0.09
H: 1.881 3.863 -4.894  0.09
Si: -0.973 -0.272 -1.638  -0.02
Cl: -0.828 -2.354 -1.678  0.37
C: -2.272 -0.342 -3.093  -0.27
C: -0.937 1.729 -1.866  -0.20
C: -1.952 -0.007 -0.010  -0.21
H: -2.329 0.564 -3.707  0.00
H: -3.259 -0.472 -2.624  0.02
H: -2.135 -1.190 -3.775  -0.01
H: -2.373 -0.949 0.356  -0.02
H: -2.767 0.724 -0.135  0.03
H: -1.259 0.394 0.748  -0.01
H: -1.482 2.100 -2.746  0.00
H: 0.098 2.085 -1.955  -0.01
H: -1.346 2.206 -0.967  -0.02
N: 1.652 1.101 5.834  0.15
C: 0.742 0.100 5.652  -0.61
N: -0.095 -0.114 6.713  0.15
O: 0.666 -0.589 4.605  -0.13
H: 1.786 1.428 6.778  0.10
H: 2.461 1.092 5.215  0.01
H: -0.870 -0.741 6.562  0.10
H: -0.229 0.634 7.380  0.10

# 2
DFT (wB97M-V/def2-TZVPD) results for one molecule with the formula C3H4N2S in a non-equilibrium geometry.

Frontier orbital gap   9.1 eV
Highest occupied orbital energy   -9.26 eV
Net charge   0
Relative energy (zero: lowest compared OMol25 entry of this formula, charge and spin)   72.70 kcal/mol
SMILES   Sn1ccnc1

Each line ends with the Löwdin charge.
CARTESIAN COORDINATES (ANGSTROEM)
C: -0.160 -0.885 -0.432  -0.15
C: -1.437 -0.482 -0.028  -0.06
C: -0.161 1.297 -0.231  -0.35
H: 1.974 -0.805 1.081  0.03
H: 0.335 -1.825 -0.196  0.09
H: -2.217 -1.042 0.265  0.05
H: 0.020 2.354 0.104  0.15
N: 0.616 0.264 -0.364  -0.52
N: -1.326 0.921 -0.069  0.03
S: 2.355 0.205 -0.129  0.73

# 3
DFT (wB97M-V/def2-TZVPD) results for a 2-piece molecular cluster, C22H23N3O5 overall in a non-equilibrium geometry.

Frontier orbital gap   8.3 eV
Highest occupied orbital energy   -8.47 eV
Net charge   0
Relative energy (zero: lowest compared OMol25 entry of this formula, charge and spin)   12.65 kcal/mol
SMILES   O=C(O)c1cccc(-c2ccc3ncccc3c2)c1.CNC(=O)[C@H](CO)NC(C)=O

Each line ends with the Löwdin charge.
CARTESIAN COORDINATES (ANGSTROEM)
O: -1.730 2.147 -0.772  0.09
O: 5.675 3.845 -1.595  0.04
O: 2.262 4.475 -4.366  0.05
N: -3.619 -6.256 4.359  0.11
O: -3.436 1.474 0.544  0.11
O: 2.148 0.810 -2.401  -0.07
C: -2.301 1.258 -0.159  -0.47
C: 4.839 3.291 -0.895  -0.56
C: 2.980 4.356 -3.377  -0.45
C: -4.915 -6.268 4.709  -0.12
C: -0.141 -1.727 -1.052  -0.05
C: -0.678 -0.439 -1.041  -0.01
C: -0.651 -2.706 -0.197  -0.02
C: -2.237 -1.108 0.675  0.04
C: -1.371 -4.388 2.190  -0.01
C: -5.844 -5.370 4.177  -0.06
C: -1.736 -0.107 -0.178  -0.12
C: -1.705 -2.412 0.683  -0.16
C: -2.228 -3.433 1.614  -0.17
C: -1.860 -5.329 3.104  0.01
C: -5.429 -4.418 3.248  -0.01
C: -3.589 -3.459 1.968  0.03
C: -3.206 -5.343 3.465  -0.26
C: -4.081 -4.398 2.886  -0.17
N: 3.583 5.414 -2.821  0.03
N: 3.643 2.922 -1.347  0.11
C: 5.131 3.014 0.561  0.01
C: 3.440 6.789 -3.293  -0.05
C: 1.911 2.123 -2.881  -0.19
C: 3.192 2.959 -2.753  -0.17
H: -3.626 2.415 0.411  0.13
H: 2.720 0.361 -3.030  0.10
H: -5.252 -7.004 5.432  0.10
H: 0.675 -1.962 -1.729  0.11
H: -0.271 0.311 -1.713  0.10
H: -0.228 -3.705 -0.233  0.11
H: -3.038 -0.855 1.362  0.12
H: -0.312 -4.393 1.955  0.11
H: -6.880 -5.423 4.492  0.10
H: -1.198 -6.058 3.558  0.11
H: -6.137 -3.712 2.822  0.12
H: -4.278 -2.747 1.524  0.12
H: 4.256 5.223 -2.089  0.10
H: 3.027 2.449 -0.702  0.15
H: 4.441 3.578 1.185  0.08
H: 5.023 1.949 0.756  0.08
H: 6.155 3.318 0.779  0.09
H: 3.773 6.857 -4.330  0.09
H: 4.038 7.463 -2.680  0.08
H: 2.391 7.086 -3.244  0.09
H: 1.114 2.585 -2.295  0.13
H: 1.597 2.071 -3.925  0.13
H: 3.963 2.482 -3.358  0.16

# 4
DFT (wB97M-V/def2-TZVPD) results for a 10-piece molecular cluster, C4H27NO9 overall in a non-equilibrium geometry.

Frontier orbital gap   7.5 eV
Highest occupied orbital energy   -7.71 eV
Net charge   0
Relative energy (zero: lowest compared OMol25 entry of this formula, charge and spin)   66.67 kcal/mol
SMILES   C/C=C(/C)N.O.O.O.O.O.O.O.O.O

Each line ends with the Löwdin charge.
CARTESIAN COORDINATES (ANGSTROEM)
C: 2.381 -0.540 -2.393  -0.09
N: 0.826 -1.012 0.232  0.12
C: 0.315 -1.226 -1.060  -0.43
C: 1.050 -1.275 -2.168  -0.14
C: -1.149 -1.563 -1.168  -0.07
H: 2.426 0.357 -1.772  0.03
H: 3.233 -1.174 -2.121  0.06
H: 2.439 -0.343 -3.457  0.06
H: 0.094 -0.666 0.832  0.06
H: 1.670 -0.457 0.268  0.06
H: 0.695 -1.641 -3.122  0.09
H: -1.543 -2.207 -0.381  0.06
H: -1.365 -1.999 -2.143  0.09
H: -1.857 -0.736 -1.085  0.03
H: -2.372 3.989 0.132  0.05
H: -1.322 3.593 -0.827  0.06
O: -1.412 3.946 0.071  -0.05
H: -1.825 1.552 1.038  0.03
H: -2.587 0.246 1.341  0.01
O: -2.220 0.779 0.624  -0.06
H: 0.273 -3.910 0.506  0.01
H: 1.329 -4.576 -0.213  0.03
O: 0.587 -4.815 0.361  -0.07
H: -1.032 -1.464 3.248  0.02
H: -0.174 -0.289 3.532  0.02
O: -0.337 -1.178 3.854  -0.05
H: -4.177 -2.135 1.475  0.06
H: -3.757 -1.341 0.316  0.05
O: -3.438 -1.578 1.197  -0.06
H: -1.150 0.993 -3.833  0.04
H: -1.344 0.696 -2.354  0.00
O: -0.738 1.110 -2.974  -0.04
H: 0.567 4.358 0.920  -0.02
H: -0.080 4.621 2.283  0.02
O: 0.731 4.724 1.788  -0.05
H: 3.064 -1.071 2.849  0.03
H: 3.961 0.012 2.065  0.03
O: 3.263 -0.151 2.698  -0.05
H: 1.955 2.819 -0.155  0.04
H: 1.094 1.664 0.012  0.03
O: 1.929 1.889 -0.414  -0.05

Molecular weight? In order: 597.964; 100.146; 409.442; 233.258 g/mol.
DFT total energy? In order: -107714.420; -16988.339; -37896.706; -24502.732 eV.